[1]
{
  "formula": "C37H81ClN4O3",
  "method": "ωB97M-V/def2-TZVPD",
  "species": ["C", "C", "C", "N", "C", "C", "C", "C", "C", "C", "H", "H", "H", "H", "H", "H", "H", "H", "H", "H", "H", "H", "H", "H", "H", "H", "H", "H", "H", "H", "C", "C", "C", "N", "C", "C", "C", "C", "C", "C", "H", "H", "H", "H", "H", "H", "H", "H", "H", "H", "H", "H", "H", "H", "H", "H", "H", "H", "H", "H", "C", "C", "C", "N", "C", "C", "C", "C", "C", "C", "H", "H", "H", "H", "H", "H", "H", "H", "H", "H", "H", "H", "H", "H", "H", "H", "H", "H", "H", "H", "C", "C", "C", "N", "C", "C", "C", "C", "C", "C", "H", "H", "H", "H", "H", "H", "H", "H", "H", "H", "H", "H", "H", "H", "H", "H", "H", "H", "H", "H", "Cl", "O", "C", "O", "O", "H"],
  "positions_angstrom": [[3.134, 1.342, 2.016], [4.063, 0.494, 1.136], [4.994, 1.397, 0.341], [4.865, 1.279, -1.238], [5.858, 2.236, -1.892], [5.497, 3.750, -1.622], [4.029, 4.109, -1.859], [3.041, 3.037, -1.435], [3.487, 1.581, -1.807], [5.148, -0.196, -1.638], [2.389, 1.988, 1.551], [3.717, 1.921, 2.731], [2.509, 0.704, 2.642], [3.391, -0.047, 0.469], [4.523, -0.274, 1.757], [6.022, 1.116, 0.568], [4.855, 2.429, 0.664], [6.846, 2.006, -1.494], [5.885, 2.029, -2.962], [5.665, 3.987, -0.572], [6.048, 4.398, -2.303], [3.737, 4.987, -1.284], [3.990, 4.389, -2.912], [3.051, 3.000, -0.346], [2.033, 3.298, -1.758], [2.749, 0.941, -1.323], [3.615, 1.430, -2.879], [5.082, -0.276, -2.723], [4.355, -0.798, -1.195], [6.108, -0.499, -1.219], [-1.185, -4.181, 3.519], [-2.537, -3.886, 2.961], [-2.576, -2.601, 2.141], [-3.954, -1.946, 1.899], [-3.807, -0.712, 1.006], [-3.577, -0.994, -0.518], [-4.413, -2.147, -1.098], [-4.492, -3.367, -0.181], [-4.934, -2.982, 1.277], [-4.619, -1.607, 3.307], [-0.586, -4.422, 2.641], [-1.051, -5.059, 4.151], [-0.846, -3.305, 4.073], [-3.284, -3.794, 3.750], [-2.817, -4.735, 2.337], [-1.928, -2.649, 1.265], [-2.116, -1.753, 2.648], [-3.110, 0.043, 1.368], [-4.761, -0.187, 1.046], [-2.523, -1.073, -0.784], [-3.869, -0.085, -1.043], [-4.057, -2.385, -2.100], [-5.467, -1.894, -1.211], [-3.531, -3.882, -0.207], [-5.133, -4.154, -0.579], [-5.004, -3.860, 1.919], [-5.907, -2.503, 1.164], [-5.592, -1.156, 3.113], [-3.989, -0.838, 3.754], [-4.844, -2.434, 3.981], [-4.138, 2.860, 0.350], [-2.845, 3.547, 0.165], [-2.523, 4.446, 1.414], [-1.084, 5.080, 1.382], [-1.030, 6.130, 0.209], [0.217, 6.920, 0.207], [0.330, 7.681, 1.463], [0.385, 6.688, 2.670], [-0.815, 5.725, 2.729], [0.012, 4.022, 1.296], [-4.244, 2.271, 1.262], [-4.322, 2.346, -0.593], [-4.958, 3.575, 0.414], [-2.944, 4.168, -0.726], [-2.033, 2.840, -0.003], [-2.517, 3.858, 2.331], [-3.207, 5.293, 1.363], [-1.779, 6.922, 0.183], [-1.201, 5.501, -0.665], [0.080, 7.636, -0.604], [1.171, 6.461, -0.053], [-0.574, 8.214, 1.757], [1.075, 8.472, 1.382], [0.414, 7.140, 3.662], [1.290, 6.082, 2.690], [-1.537, 6.499, 2.990], [-0.717, 4.906, 3.441], [1.036, 4.394, 1.285], [-0.199, 3.673, 0.285], [-0.177, 3.257, 2.049], [4.161, -4.294, -1.307], [2.776, -3.844, -1.274], [1.908, -4.849, -2.113], [0.407, -4.794, -2.096], [-0.194, -6.073, -2.669], [-1.723, -6.065, -2.818], [-2.234, -4.788, -3.442], [-1.627, -3.474, -2.984], [-0.084, -3.532, -2.864], [-0.071, -4.651, -0.634], [4.400, -5.182, -0.723], [4.758, -3.454, -0.950], [4.554, -4.409, -2.317], [2.656, -2.870, -1.748], [2.400, -3.634, -0.272], [2.145, -5.828, -1.694], [2.160, -4.832, -3.173], [0.399, -6.158, -3.580], [0.119, -6.851, -1.973], [-2.103, -6.960, -3.309], [-2.138, -6.174, -1.815], [-2.223, -4.852, -4.530], [-3.306, -4.926, -3.302], [-1.841, -2.553, -3.525], [-1.930, -3.300, -1.952], [0.364, -3.584, -3.857], [0.322, -2.717, -2.265], [-1.116, -4.831, -0.379], [0.140, -3.621, -0.346], [0.539, -5.244, 0.046], [-1.425, 1.354, 3.693], [-0.552, -0.653, 0.761], [0.374, -0.215, -0.105], [0.287, 0.939, -0.514], [1.213, -1.050, -0.502], [-0.859, 0.151, 1.187]],
  "relative_energy_kcal_mol": 43.8,
  "e_homo_ev": -11.42,
  "e_tot_ha": -2362.746151,
  "total_charge": 2,
  "orbital_gap_ev": 7.978
}

=====

[2]
{
  "formula": "C37H81N4P",
  "method": "ωB97M-V/def2-TZVPD",
  "species": ["C", "C", "C", "C", "P", "C", "C", "C", "C", "C", "C", "C", "C", "C", "H", "H", "H", "H", "H", "H", "H", "H", "H", "H", "H", "H", "H", "H", "H", "H", "H", "H", "H", "H", "H", "C", "C", "N", "C", "C", "C", "C", "H", "H", "H", "H", "H", "H", "H", "H", "H", "H", "H", "H", "H", "H", "H", "C", "C", "N", "C", "C", "C", "C", "H", "H", "H", "H", "H", "H", "H", "H", "H", "H", "H", "H", "H", "H", "H", "C", "C", "N", "C", "C", "C", "C", "H", "H", "H", "H", "H", "H", "H", "H", "H", "H", "H", "H", "H", "H", "H", "C", "C", "N", "C", "C", "C", "C", "H", "H", "H", "H", "H", "H", "H", "H", "H", "H", "H", "H", "H", "H", "H"],
  "positions_angstrom": [[0.155, -2.691, 6.301], [-0.056, -3.006, 4.774], [0.308, -4.478, 4.342], [0.844, -4.401, 2.831], [-1.215, -5.612, 4.239], [-0.629, -7.418, 4.130], [-2.258, -5.496, 5.808], [-3.652, -4.903, 5.377], [-4.705, -5.807, 4.936], [-5.968, -5.203, 4.505], [-6.165, -3.771, 4.502], [-7.467, -3.055, 4.020], [-5.082, -2.899, 4.983], [-3.808, -3.447, 5.422], [1.191, -2.942, 6.667], [-0.627, -3.109, 6.980], [0.083, -1.567, 6.405], [-1.104, -2.793, 4.427], [0.594, -2.275, 4.214], [1.111, -4.929, 4.988], [0.211, -5.063, 2.169], [1.907, -4.736, 2.738], [0.720, -3.369, 2.401], [0.404, -7.507, 3.708], [-0.711, -7.958, 5.109], [-1.344, -7.932, 3.428], [-2.394, -6.487, 6.329], [-1.750, -4.830, 6.550], [-4.502, -6.897, 4.944], [-6.772, -5.900, 4.162], [-8.355, -3.731, 4.008], [-7.267, -2.733, 2.956], [-7.645, -2.110, 4.592], [-5.252, -1.797, 4.978], [-3.003, -2.764, 5.764], [0.700, 0.464, 3.181], [1.452, 1.114, 4.334], [2.816, 1.488, 3.995], [3.626, 1.829, 5.157], [3.221, 3.059, 5.972], [2.972, 2.363, 2.841], [2.245, 3.710, 2.864], [1.251, -0.390, 2.782], [-0.272, 0.104, 3.528], [0.513, 1.169, 2.369], [1.482, 0.384, 5.150], [0.869, 1.970, 4.702], [4.670, 1.941, 4.846], [3.627, 0.964, 5.829], [3.470, 3.987, 5.456], [3.769, 3.067, 6.918], [2.157, 3.066, 6.214], [2.641, 1.817, 1.952], [4.037, 2.539, 2.665], [1.208, 3.622, 3.193], [2.229, 4.132, 1.854], [2.752, 4.435, 3.500], [0.247, 1.629, -0.427], [0.900, 1.689, -1.801], [0.751, 2.978, -2.458], [1.105, 2.950, -3.871], [2.560, 2.647, -4.236], [1.229, 4.135, -1.715], [2.696, 4.145, -1.276], [-0.805, 1.920, -0.478], [0.293, 0.609, -0.039], [0.754, 2.275, 0.294], [0.418, 0.924, -2.418], [1.956, 1.396, -1.707], [0.817, 3.900, -4.333], [0.472, 2.200, -4.360], [3.213, 3.495, -4.031], [2.633, 2.442, -5.308], [2.947, 1.771, -3.712], [0.609, 4.245, -0.819], [1.027, 5.042, -2.292], [3.007, 3.197, -0.833], [2.844, 4.920, -0.519], [3.365, 4.381, -2.103], [4.172, 0.587, -7.331], [4.818, 0.657, -8.709], [4.662, 1.949, -9.357], [5.009, 1.931, -10.772], [6.462, 1.634, -11.146], [5.141, 3.104, -8.610], [6.610, 3.116, -8.179], [3.120, 0.876, -7.375], [4.223, -0.435, -6.950], [4.681, 1.230, -6.609], [4.335, -0.105, -9.328], [5.875, 0.366, -8.621], [4.716, 2.883, -11.226], [4.375, 1.183, -11.262], [7.115, 2.482, -10.940], [6.530, 1.436, -12.220], [6.854, 0.756, -10.630], [4.525, 3.207, -7.711], [4.933, 4.014, -9.181], [6.926, 2.166, -7.744], [6.759, 3.887, -7.418], [7.274, 3.358, -9.008], [-4.780, -0.489, 2.131], [-5.443, -0.794, 0.794], [-6.101, 0.357, 0.197], [-6.978, 0.009, -0.913], [-6.338, -0.595, -2.165], [-5.271, 1.537, -0.007], [-4.011, 1.384, -0.863], [-5.489, -0.041, 2.830], [-4.407, -1.414, 2.578], [-3.927, 0.185, 2.019], [-6.194, -1.568, 0.979], [-4.697, -1.236, 0.119], [-7.557, 0.892, -1.204], [-7.724, -0.702, -0.540], [-5.805, 0.155, -2.749], [-7.119, -1.004, -2.813], [-5.653, -1.410, -1.929], [-4.967, 1.913, 0.976], [-5.885, 2.342, -0.422], [-3.432, 0.496, -0.602], [-3.361, 2.250, -0.712], [-4.245, 1.347, -1.926]],
  "smiles": "CC[C@H](C)P(C)Cc1ccc(C)cc1.CCN(CC)CC.CCN(CC)CC.CCN(CC)CC.CCN(CC)CC",
  "e_homo_ev": -7.79,
  "e_tot_ha": -2018.614952,
  "orbital_gap_ev": 8.516
}

=====

[3]
{
  "formula": "C37H82BF4N6O5P2",
  "method": "ωB97M-V/def2-TZVPD",
  "species": ["C", "C", "C", "C", "C", "C", "C", "C", "C", "C", "C", "C", "C", "C", "C", "C", "C", "C", "B", "O", "C", "C", "C", "C", "F", "F", "F", "C", "C", "C", "O", "F", "O", "H", "H", "H", "H", "H", "H", "H", "H", "H", "H", "H", "H", "H", "H", "H", "H", "H", "H", "H", "H", "H", "H", "H", "H", "H", "H", "H", "H", "H", "H", "H", "H", "H", "H", "H", "H", "H", "H", "H", "H", "H", "H", "H", "H", "H", "H", "O", "P", "N", "C", "C", "N", "C", "C", "N", "C", "C", "H", "H", "H", "H", "H", "H", "H", "H", "H", "H", "H", "H", "H", "H", "H", "H", "H", "H", "O", "P", "N", "C", "C", "N", "C", "C", "N", "C", "C", "H", "H", "H", "H", "H", "H", "H", "H", "H", "H", "H", "H", "H", "H", "H", "H", "H", "H"],
  "positions_angstrom": [[4.024, 8.022, 5.264], [3.047, 6.858, 5.040], [1.674, 7.190, 5.625], [0.579, 6.216, 5.166], [0.555, 4.940, 6.016], [-0.330, 3.824, 5.416], [0.289, 2.417, 5.518], [0.079, 1.536, 4.264], [1.391, 1.004, 3.659], [1.283, -0.422, 3.073], [2.028, -1.470, 3.909], [2.393, -2.737, 3.117], [3.759, -3.291, 3.555], [4.952, -2.428, 3.109], [5.790, -3.017, 1.971], [5.037, -3.267, 0.652], [4.128, -2.106, 0.188], [4.432, -1.599, -1.225], [3.619, -0.269, -1.628], [3.395, 0.754, -0.537], [2.577, 1.665, -1.175], [3.299, 2.917, -1.668], [3.849, 3.741, -0.496], [5.341, 3.616, -0.252], [5.928, 2.600, -0.861], [5.607, 3.485, 1.066], [5.998, 4.741, -0.627], [1.783, 0.858, -2.281], [2.074, 1.223, -3.751], [1.700, 0.066, -4.629], [2.326, -0.414, -5.510], [0.469, -0.466, -4.333], [2.214, -0.469, -2.099], [5.062, 7.694, 5.272], [3.825, 8.477, 6.240], [3.873, 8.813, 4.529], [3.461, 5.964, 5.509], [2.969, 6.688, 3.964], [1.390, 8.183, 5.264], [1.745, 7.190, 6.715], [0.751, 5.932, 4.126], [-0.394, 6.709, 5.251], [1.589, 4.590, 6.098], [0.235, 5.180, 7.033], [-1.283, 3.873, 5.948], [-0.504, 4.084, 4.370], [1.359, 2.543, 5.693], [-0.122, 1.907, 6.391], [-0.511, 0.664, 4.556], [-0.511, 2.084, 3.527], [1.787, 1.697, 2.915], [2.109, 0.949, 4.482], [1.755, -0.406, 2.088], [0.235, -0.703, 2.947], [2.942, -1.038, 4.326], [1.407, -1.738, 4.771], [2.381, -2.545, 2.048], [1.665, -3.509, 3.382], [3.740, -3.283, 4.651], [3.867, -4.340, 3.268], [5.621, -2.327, 3.971], [4.631, -1.412, 2.875], [6.224, -3.953, 2.337], [6.620, -2.331, 1.771], [5.796, -3.438, -0.116], [4.486, -4.210, 0.737], [4.198, -1.263, 0.875], [3.108, -2.495, 0.151], [5.503, -1.446, -1.392], [4.136, -2.380, -1.940], [4.317, 0.337, -2.479], [1.783, 2.058, -0.512], [4.078, 2.672, -2.389], [2.581, 3.555, -2.196], [3.335, 3.479, 0.428], [3.666, 4.803, -0.661], [0.703, 0.941, -2.137], [3.120, 1.434, -3.941], [1.486, 2.087, -4.087], [-5.439, 0.086, -0.559], [-4.607, 0.618, -1.671], [-4.181, 2.163, -1.130], [-3.880, 3.308, -1.958], [-3.742, 2.322, 0.248], [-5.773, 0.667, -2.957], [-6.319, 1.936, -3.399], [-6.815, -0.346, -2.850], [-3.328, 0.400, -2.722], [-1.953, 0.496, -2.227], [-3.431, -0.364, -3.970], [-2.867, 3.688, -1.770], [-4.587, 4.120, -1.755], [-3.929, 3.071, -3.017], [-2.692, 2.034, 0.386], [-4.352, 1.718, 0.917], [-3.845, 3.364, 0.556], [-6.707, 2.549, -2.574], [-7.138, 1.751, -4.097], [-5.583, 2.517, -3.957], [-7.616, -0.061, -2.157], [-6.404, -1.292, -2.502], [-7.252, -0.518, -3.839], [-1.421, 1.295, -2.749], [-1.401, -0.431, -2.387], [-1.915, 0.703, -1.159], [-3.627, 0.313, -4.805], [-4.220, -1.106, -3.939], [-2.494, -0.887, -4.170], [-3.398, -5.589, -0.746], [-3.352, -5.357, -2.208], [-2.403, -6.609, -2.821], [-1.651, -6.589, -4.057], [-2.581, -7.944, -2.279], [-2.554, -3.837, -2.341], [-1.191, -3.758, -2.857], [-2.721, -2.972, -1.175], [-4.326, -5.101, -3.546], [-5.104, -6.212, -4.089], [-4.843, -3.782, -3.909], [-1.970, -7.392, -4.734], [-0.584, -6.722, -3.854], [-1.778, -5.657, -4.598], [-3.451, -8.459, -2.710], [-2.708, -7.906, -1.199], [-1.699, -8.553, -2.487], [-0.502, -4.447, -2.355], [-0.810, -2.745, -2.718], [-1.156, -3.938, -3.931], [-2.031, -3.220, -0.361], [-3.735, -3.037, -0.783], [-2.550, -1.934, -1.466], [-4.814, -6.408, -5.126], [-6.177, -6.004, -4.069], [-4.947, -7.124, -3.516], [-4.191, -3.314, -4.649], [-4.920, -3.118, -3.053], [-5.840, -3.871, -4.344]],
  "e_homo_ev": -5.00,
  "e_tot_ha": -3270.915784,
  "total_charge": -1,
  "orbital_gap_ev": 7.137
}

=====

What is the formula in the second record? C37H81N4P